Density functional theory data (ωB97M-V/def2-TZVPD) for a structure of composition C46H53BN4O4Pt.

Results
HOMO level   -0.0516 Eh
Orbital gap   5.85 eV
Relative energy (zero: lowest compared OMol25 entry of this formula, charge and spin)   29.2 kJ/mol
Total charge   -2
2S+1   1
Electronic energy   -66641.6553 eV

Geometry as XYZ:
```
109
C46H53BN4O4Pt, DFT ωB97M-V/def2-TZVPD
Pt 0.144 -0.112 0.302
C 1.245 -5.948 0.794
C 0.995 -4.585 0.127
C 1.691 -3.516 0.970
C -0.498 -4.442 -0.184
C -1.008 -5.413 -1.046
C -2.335 -5.444 -1.434
C -3.194 -4.473 -0.943
C -2.730 -3.481 -0.094
C -3.684 -2.410 0.399
C -4.154 -1.520 -0.753
C -4.863 -3.013 1.164
C -1.369 -3.437 0.278
N -0.939 -2.331 1.023
C -0.935 -2.491 2.326
O -1.216 -3.516 2.991
C -0.535 -1.255 3.108
C -0.524 -1.322 4.493
C -0.284 -0.167 5.215
C -0.139 1.026 4.527
C -0.176 1.024 3.139
N -0.294 -0.121 2.450
C -0.164 2.382 2.444
O 0.198 3.361 3.139
N -0.601 2.366 1.205
C -0.650 3.588 0.521
C -1.900 4.202 0.326
C -2.000 5.326 -0.484
C -0.879 5.874 -1.088
C 0.360 5.287 -0.870
C 0.499 4.153 -0.080
C 1.872 3.565 0.181
C 2.739 3.436 -1.071
C 2.601 4.373 1.261
C -3.127 3.583 0.963
C -3.827 2.653 -0.030
C -4.098 4.619 1.528
H 2.302 -6.051 1.056
H 0.971 -6.788 0.155
H 0.657 -6.015 1.713
H 1.491 -4.585 -0.852
H 1.315 -3.519 1.993
H 1.562 -2.513 0.565
H 2.760 -3.749 1.003
H -0.327 -6.157 -1.448
H -2.692 -6.207 -2.117
H -4.240 -4.483 -1.231
H -3.125 -1.779 1.091
H -4.669 -2.108 -1.519
H -3.305 -1.025 -1.226
H -4.842 -0.750 -0.395
H -5.474 -3.653 0.521
H -5.508 -2.223 1.558
H -4.500 -3.614 2.000
H -0.723 -2.285 4.939
H -0.247 -0.189 6.298
H 0.000 1.984 5.008
H -2.971 5.785 -0.646
H -0.969 6.751 -1.719
H 1.241 5.719 -1.333
H 1.700 2.563 0.573
H 2.990 4.416 -1.490
H 2.242 2.846 -1.842
H 3.680 2.939 -0.819
H 2.808 5.388 0.902
H 3.555 3.898 1.512
H 1.991 4.434 2.162
H -2.770 2.967 1.789
H -4.099 3.199 -0.939
H -4.738 2.227 0.400
H -3.164 1.833 -0.312
H -4.594 5.188 0.736
H -3.578 5.323 2.179
H -4.880 4.123 2.111
C 0.963 -2.708 -4.627
N 0.815 -2.645 -3.192
C -0.592 -2.572 -2.831
C 1.610 -1.597 -2.529
C 1.043 -0.202 -2.681
C 1.131 0.427 -3.923
C 0.443 1.601 -4.200
C -0.359 2.152 -3.210
C -0.396 1.568 -1.951
C 0.324 0.403 -1.630
H 0.506 -3.634 -4.991
H 2.022 -2.720 -4.896
H 0.481 -1.870 -5.159
H -1.093 -3.505 -3.100
H -1.108 -1.736 -3.330
H -0.685 -2.425 -1.757
H 2.632 -1.664 -2.914
H 1.631 -1.838 -1.468
H 1.750 -0.021 -4.695
H 0.532 2.075 -5.171
H -0.918 3.063 -3.394
H -0.973 2.058 -1.171
O 3.122 0.102 -0.430
B 2.050 0.174 0.503
O 2.619 0.550 1.764
C 3.946 0.723 1.563
C 4.913 1.116 2.461
C 6.222 1.223 1.981
C 6.528 0.945 0.655
C 5.538 0.550 -0.249
C 4.253 0.448 0.233
H 4.657 1.337 3.488
H 7.010 1.533 2.656
H 7.552 1.041 0.313
H 5.759 0.337 -1.287
```

Density functional theory data (ωB97M-V/def2-TZVPD) for a structure of composition C46H53BO2P2SiV.

Results
HOMO level (spin up / spin down)   -0.2080 / -0.1802 Eh
Orbital gap (spin up / spin down)   6.15 / 5.32 eV
⟨S²⟩   3.982
2S+1   4
Electronic energy   -105473.6500 eV

Geometry as XYZ:
```
106
C46H53BO2P2SiV, DFT ωB97M-V/def2-TZVPD
V 0.338 1.198 2.982
C 1.264 4.067 3.903
C 1.473 2.629 4.235
C 2.448 1.870 3.453
C 2.625 0.478 3.613
C 1.617 -0.244 4.355
C 0.601 0.524 5.082
C 0.604 1.939 5.079
H 1.294 4.579 4.896
H 0.257 4.147 3.482
H 2.050 4.488 3.278
H 2.835 2.478 2.629
H 3.510 -0.016 3.112
H 1.553 -1.363 4.237
H -0.098 0.029 5.785
H -0.191 2.530 5.455
C 7.258 -0.572 -4.577
C 5.700 -0.727 -4.777
C 5.400 -2.216 -4.901
C 5.297 0.069 -6.096
C 5.053 -0.001 -3.629
C 5.669 1.166 -3.185
C 5.255 1.976 -2.058
C 4.054 1.530 -1.575
O 3.140 2.266 -0.728
B 1.890 1.663 -0.886
O 2.036 0.488 -1.731
C 3.342 0.459 -2.124
C 3.858 -0.403 -3.034
H 7.694 -1.231 -5.330
H 7.717 -0.863 -3.652
H 7.514 0.419 -5.005
H 5.777 -2.588 -5.884
H 4.326 -2.426 -4.988
H 5.863 -2.752 -3.987
H 6.017 -0.233 -6.877
H 5.210 1.177 -6.079
H 4.351 -0.337 -6.491
H 6.469 1.588 -3.814
H 5.703 2.893 -1.751
H 3.248 -1.187 -3.554
C -2.185 3.290 -0.872
Si -0.374 2.892 -1.108
C -0.537 1.803 -2.637
C 0.289 4.673 -1.561
C 0.757 2.021 0.139
H -2.447 4.245 -0.421
H -2.736 2.562 -0.238
H -2.625 3.187 -1.893
H 0.334 1.247 -2.893
H -1.018 2.284 -3.541
H -1.347 1.021 -2.398
H 0.216 5.427 -0.765
H -0.095 4.990 -2.546
H 1.380 4.603 -1.638
H 0.161 1.254 0.712
H 1.139 2.716 0.968
C -2.244 -0.680 0.819
P -1.559 -0.417 2.531
C -3.013 0.374 3.425
C -2.697 1.021 4.593
C -3.704 1.672 5.296
C -5.053 1.589 4.971
C -5.388 0.917 3.799
C -4.346 0.408 2.972
C -1.461 -2.105 3.273
C -0.274 -2.781 3.122
C -0.110 -4.071 3.749
C -1.152 -4.536 4.526
C -2.276 -3.777 4.760
C -2.492 -2.602 4.037
P -2.489 -2.382 0.183
C -1.514 -2.369 -1.333
C -0.313 -1.683 -1.586
C 0.296 -1.655 -2.839
C -0.197 -2.531 -3.804
C -1.256 -3.355 -3.492
C -1.971 -3.273 -2.324
C -4.189 -2.009 -0.601
C -4.283 -1.274 -1.783
C -5.532 -1.094 -2.409
C -6.685 -1.619 -1.773
C -6.565 -2.404 -0.625
C -5.350 -2.625 -0.030
H -1.592 -0.124 0.130
H -3.168 -0.143 0.628
H -1.670 0.979 5.013
H -3.424 1.992 6.290
H -5.824 1.857 5.706
H -6.447 0.670 3.503
H -4.517 -0.071 2.007
H 0.547 -2.294 2.534
H 0.819 -4.572 3.686
H -0.975 -5.477 5.097
H -2.971 -4.107 5.459
H -3.421 -2.081 4.248
H 0.179 -1.125 -0.738
H 1.126 -0.950 -3.081
H 0.234 -2.558 -4.782
H -1.552 -4.164 -4.207
H -2.968 -3.765 -2.232
H -3.378 -0.828 -2.182
H -5.703 -0.461 -3.272
H -7.616 -1.405 -2.201
H -7.552 -2.605 -0.122
H -5.240 -3.215 0.887
```

Density functional theory data (ωB97M-V/def2-TZVPD) for a cluster of 10 separate species, C46H53F18NO12 in total.

Results
HOMO level   -0.3164 Eh
Orbital gap   9.10 eV
SMILES   CCOC(=O)C(F)(F)F.CCOC(=O)C(F)(F)F.CCOC(=O)C(F)(F)F.CCOC(=O)C(F)(F)F.CCOC(=O)C(F)(F)F.CCOC(=O)C(F)(F)F.c1cc[nH]c1.c1ccccc1.c1ccccc1.c1ccccc1
2S+1   1
Electronic energy   -123538.4970 eV

Geometry as XYZ:
```
130
C46H53F18NO12, DFT ωB97M-V/def2-TZVPD
C -3.850 0.802 1.070
C -3.478 1.430 2.400
O -3.730 2.824 2.390
C -2.689 3.597 2.116
O -1.577 3.223 1.888
C -3.036 5.093 2.262
F -3.130 5.667 1.053
F -4.179 5.285 2.911
F -2.049 5.694 2.934
H -4.905 0.828 0.795
H -3.560 -0.247 1.025
H -3.294 1.365 0.315
H -2.457 1.142 2.643
H -4.070 0.973 3.199
C 3.669 -5.147 -3.888
C 2.725 -4.076 -4.330
O 3.243 -2.784 -3.977
C 2.477 -1.757 -4.273
O 1.486 -1.774 -4.939
C 3.064 -0.445 -3.704
F 3.301 0.399 -4.721
F 2.140 0.099 -2.901
F 4.181 -0.598 -3.019
H 4.699 -4.898 -4.173
H 3.450 -6.075 -4.412
H 3.734 -5.284 -2.809
H 1.701 -4.172 -3.962
H 2.611 -4.101 -5.420
C -1.451 -1.613 -3.826
C -2.192 -2.937 -3.757
O -2.200 -3.472 -2.426
C -1.074 -4.018 -2.023
O -0.070 -4.176 -2.650
C -1.140 -4.432 -0.533
F -0.158 -3.798 0.108
F -2.303 -4.151 0.058
F -0.934 -5.760 -0.436
H -0.616 -1.626 -3.125
H -2.129 -0.812 -3.519
H -1.077 -1.385 -4.820
H -1.827 -3.674 -4.475
H -3.236 -2.807 -4.040
C 2.067 3.549 1.088
C 3.137 4.311 1.877
O 2.556 5.243 2.785
C 2.491 6.509 2.412
O 2.870 6.983 1.386
C 1.872 7.350 3.539
F 1.690 8.597 3.117
F 0.684 6.838 3.884
F 2.653 7.390 4.617
H 1.910 4.091 0.155
H 1.132 3.405 1.620
H 2.551 2.598 0.849
H 3.774 4.840 1.165
H 3.828 3.646 2.391
C 0.139 1.412 -5.968
C -1.171 2.070 -5.591
O -0.939 2.729 -4.315
C -1.957 3.381 -3.829
O -3.049 3.464 -4.321
C -1.668 3.913 -2.409
F -2.617 3.494 -1.574
F -0.490 3.456 -1.964
F -1.650 5.243 -2.393
H 0.962 2.115 -5.874
H 0.074 0.950 -6.948
H 0.315 0.610 -5.244
H -1.975 1.357 -5.412
H -1.486 2.811 -6.326
C 1.530 -2.689 3.248
C 1.832 -1.729 4.357
O 3.052 -1.028 3.980
C 3.418 -0.043 4.761
O 2.777 0.436 5.651
C 4.867 0.429 4.509
F 5.592 -0.458 3.821
F 4.862 1.591 3.832
F 5.463 0.635 5.682
H 2.379 -3.335 3.037
H 1.354 -2.132 2.321
H 0.583 -3.218 3.353
H 2.058 -2.226 5.307
H 1.073 -0.995 4.614
C -0.695 -0.489 0.942
C -1.024 -0.764 -0.422
C -0.505 0.254 -1.167
N 0.086 1.166 -0.327
C -0.020 0.701 0.948
H -0.909 -1.128 1.784
H -1.556 -1.613 -0.820
H -0.590 0.462 -2.223
H 0.380 2.082 -0.605
H 0.424 1.141 1.825
C 3.869 -3.160 0.027
C 5.188 -2.836 0.323
C 5.514 -1.530 0.671
C 4.514 -0.586 0.912
C 3.197 -0.942 0.666
C 2.910 -2.157 0.074
H 3.568 -4.177 -0.194
H 6.033 -3.508 0.231
H 6.555 -1.268 0.819
H 4.849 0.375 1.280
H 2.468 -0.175 0.903
H 1.869 -2.391 -0.128
C -0.624 -2.169 6.853
C -0.926 -0.914 6.339
C -1.676 -0.823 5.175
C -2.143 -1.972 4.549
C -1.888 -3.225 5.094
C -1.148 -3.314 6.268
H -0.052 -2.270 7.767
H -0.515 -0.037 6.821
H -1.887 0.136 4.718
H -2.738 -1.886 3.645
H -2.252 -4.108 4.585
H -1.005 -4.294 6.708
C -5.991 0.333 -4.008
C -6.340 -0.981 -3.747
C -5.718 -1.684 -2.727
C -4.646 -1.126 -2.039
C -4.289 0.191 -2.316
C -4.903 0.898 -3.329
H -6.494 0.924 -4.761
H -7.090 -1.487 -4.347
H -6.063 -2.660 -2.404
H -4.161 -1.616 -1.203
H -3.471 0.690 -1.807
H -4.714 1.939 -3.554
```

Density functional theory data (ωB97M-V/def2-TZVPD) for a structure of composition C46H53F9IN3O4PRbSSi3.

Results
HOMO level   -0.0810 Eh
Orbital gap   5.56 eV
Relative energy (zero: lowest compared OMol25 entry of this formula, charge and spin)   75.6 kJ/mol
Total charge   -2
2S+1   1
Electronic energy   -138203.0488 eV

Geometry as XYZ:
```
122
C46H53F9IN3O4PRbSSi3, DFT ωB97M-V/def2-TZVPD
Rb 0.546 0.059 -0.241
C 4.232 -0.178 5.067
Si 3.334 -0.329 3.394
C 1.964 -1.609 3.673
C 4.560 -1.186 2.247
C 2.739 1.273 2.785
Si 3.812 2.132 1.606
C 3.301 3.917 1.237
C 5.620 2.269 2.186
C 3.965 1.310 -0.109
Si 1.720 2.220 3.912
C 0.797 1.223 5.229
C 2.667 3.512 4.941
C 0.272 3.242 3.162
C 0.273 4.640 3.098
C -0.817 5.322 2.588
C -1.914 4.594 2.152
C -1.859 3.216 2.263
N -0.811 2.552 2.751
H 4.645 -1.132 5.419
H 3.543 0.196 5.834
H 5.052 0.544 4.981
H 2.386 -2.610 3.815
H 1.314 -1.663 2.792
H 1.349 -1.370 4.546
H 4.793 -2.184 2.632
H 5.499 -0.634 2.141
H 4.121 -1.324 1.256
H 3.559 4.597 2.057
H 2.222 3.956 1.077
H 3.780 4.288 0.324
H 5.671 2.862 3.108
H 6.271 2.738 1.438
H 6.023 1.278 2.412
H 2.985 1.000 -0.479
H 4.606 0.425 -0.061
H 4.390 2.012 -0.836
H 1.504 0.768 5.931
H 0.209 0.418 4.792
H 0.117 1.866 5.796
H 3.470 3.002 5.484
H 2.041 4.044 5.668
H 3.144 4.255 4.290
H 1.142 5.185 3.444
H -0.815 6.404 2.524
H -2.792 5.077 1.741
H -2.703 2.615 1.944
C 0.589 5.004 -1.508
C 0.233 3.532 -1.697
O 0.627 2.739 -0.849
C -0.538 3.152 -2.881
C -0.804 4.102 -3.886
C -1.489 3.795 -5.037
C -1.935 2.468 -5.219
C -1.707 1.512 -4.271
C -1.013 1.793 -3.036
O -0.873 0.901 -2.162
H 1.077 5.114 -0.543
H -0.302 5.635 -1.541
H 1.272 5.338 -2.293
H -0.444 5.117 -3.762
H -1.679 4.550 -5.789
H -2.466 2.204 -6.129
H -2.043 0.490 -4.414
O -1.975 -0.134 2.284
H -1.447 -0.788 2.755
H -1.480 0.703 2.363
S 2.443 -5.618 1.684
C 2.568 -4.193 0.876
N 2.624 -3.201 0.260
F -6.500 -6.209 2.650
C -6.374 -6.139 1.309
F -6.181 -7.395 0.867
F -7.581 -5.748 0.841
C -5.283 -5.205 0.894
C -4.369 -5.568 -0.080
C -3.384 -4.671 -0.475
C -3.303 -3.407 0.098
C -4.227 -3.064 1.090
C -5.213 -3.948 1.482
P -2.068 -2.101 -0.331
C -3.232 -1.050 -1.291
C -3.405 0.257 -0.859
C -4.311 1.098 -1.486
C -5.047 0.624 -2.559
C -4.902 -0.688 -2.993
C -4.003 -1.522 -2.351
C -6.038 1.520 -3.233
F -5.708 2.816 -3.148
F -6.186 1.230 -4.540
F -7.273 1.403 -2.682
C -1.040 -2.948 -1.581
C -0.925 -2.580 -2.917
C -0.051 -3.253 -3.754
C 0.721 -4.290 -3.255
C 0.631 -4.662 -1.919
C -0.243 -3.986 -1.088
C 1.655 -5.024 -4.165
F 2.109 -4.253 -5.170
F 2.723 -5.516 -3.523
F 1.045 -6.086 -4.758
H -4.426 -6.548 -0.534
H -2.677 -4.962 -1.242
H -4.161 -2.083 1.552
H -5.927 -3.672 2.248
H -2.820 0.604 -0.018
H -4.417 2.128 -1.169
H -5.484 -1.048 -3.832
H -3.895 -2.550 -2.683
H -1.488 -1.737 -3.299
H 0.052 -2.950 -4.788
H 1.256 -5.451 -1.519
H -0.291 -4.267 -0.040
N 3.664 -1.694 -2.094
C 2.756 -0.885 -2.650
O 1.556 -0.947 -2.424
C 3.282 0.162 -3.615
I 2.585 -0.236 -5.595
H 3.365 -2.294 -1.314
H 4.644 -1.559 -2.260
H 4.365 0.217 -3.663
H 2.856 1.125 -3.350
```